# 1
Formula: C18H22BrN7O4S2Sm
Source: the Open Molecules 2025 dataset
Level of theory: ωB97M-V/def2-TZVPD

Geometry (Å):
1 Sm -0.52 -0.48 0.39
2 Br 5.51 5.68 -0.97
3 S -0.41 -1.31 3.07
4 S -1.64 -1.34 -2.16
5 O 0.88 1.13 1.15
6 O -3.40 0.92 2.35
7 O 1.28 0.28 -0.84
8 O -2.22 1.06 0.50
9 N -1.68 -3.20 0.73
10 N -2.80 -0.92 1.10
11 N -2.73 0.67 -3.62
12 N -3.83 -1.63 3.13
13 N -0.75 1.12 -2.80
14 N -2.74 -3.09 1.67
15 N -2.88 0.41 1.40
16 C 1.78 -2.40 1.72
17 C 2.98 -3.34 4.01
18 C 4.04 3.37 -1.67
19 C -1.73 0.20 -2.89
20 C -3.08 -1.85 2.07
21 C 4.29 4.29 -0.66
22 C -4.02 0.05 -3.82
23 C 3.67 4.20 0.58
24 C 3.04 -3.00 1.64
25 C 3.14 2.35 -1.43
26 C -1.02 2.28 -3.65
27 C 1.52 1.18 0.05
28 C 1.74 -2.71 4.08
29 C 2.76 3.18 0.81
30 C -2.49 2.04 -4.05
31 C 1.12 -2.21 2.93
32 C 2.49 2.25 -0.20
33 C 3.64 -3.47 2.79
34 H 2.26 3.09 1.76
35 H -2.84 -3.83 2.35
36 H -2.64 2.13 -5.13
37 H -0.98 -3.84 1.10
38 H -4.03 -0.67 3.38
39 H 0.18 0.82 -2.53
40 H -4.25 0.03 -4.89
41 H -2.09 -3.58 -0.11
42 H -3.88 -2.33 3.85
43 H 4.54 3.46 -2.62
44 H 1.36 -2.05 0.79
45 H -0.35 2.28 -4.51
46 H -4.80 0.61 -3.30
47 H -4.00 -0.97 -3.44
48 H 4.61 -3.94 2.75
49 H 1.26 -2.58 5.04
50 H -3.18 2.72 -3.55
51 H -0.89 3.21 -3.10
52 H 3.89 4.93 1.35
53 H 3.53 -3.09 0.68
54 H 3.43 -3.71 4.91
55 H 2.94 1.61 -2.19

Calculated values
Multiplicity: 6
⟨S²⟩: 8.760
LUMO (alpha / beta) (eV): -3.7 / -3.7
Highest occupied orbital energy (alpha / beta) (eV): -10.042 / -10.056
Total charge: +1
ΔE to the lowest compared entry with this formula, charge and spin (eV): 0.103

---

# 2
Formula: C96H200N8O8
Source: the Open Molecules 2025 dataset
Level of theory: ωB97M-V/def2-TZVPD

Geometry (Å):
1 O 8.89 -3.43 1.72
2 O 0.79 2.24 -6.80
3 O -4.37 -0.37 3.79
4 O -0.36 4.13 -0.13
5 O -0.91 -0.29 7.66
6 O -1.14 -2.16 -0.39
7 O 5.53 1.34 -0.08
8 O -4.66 2.35 -4.61
9 N 1.20 3.17 -6.11
10 N -0.01 -1.71 -0.87
11 N 7.86 -3.76 1.25
12 N -0.65 5.07 0.64
13 N 5.61 2.46 0.49
14 N -5.03 3.32 -3.91
15 N -4.80 -1.15 3.00
16 N -0.05 0.14 6.82
17 C -6.08 1.84 -2.30
18 C 0.46 -5.34 6.62
19 C -1.29 -5.43 2.46
20 C 1.27 -0.77 -2.83
21 C -5.88 4.13 -1.75
22 C -0.37 4.47 3.10
23 C 6.33 -5.60 0.54
24 C 2.15 -0.63 -0.56
25 C 1.21 -2.14 1.25
26 C 0.56 1.13 4.55
27 C -4.35 1.43 -7.63
28 C -3.71 -5.01 -2.51
29 C 5.26 -4.55 0.31
30 C 6.00 1.98 2.84
31 C -5.24 3.03 -2.50
32 C 5.05 4.92 0.53
33 C -0.05 6.45 0.48
34 C -2.22 -6.67 2.58
35 C -4.32 -0.01 -6.94
36 C -5.34 5.45 -2.29
37 C 2.51 -4.15 5.79
38 C -6.32 -2.97 2.40
39 C 7.03 -2.74 0.66
40 C 2.61 3.17 -5.56
41 C 1.80 4.94 -3.84
42 C 2.88 4.52 -4.83
43 C 0.56 5.19 -4.64
44 C -5.36 -3.30 1.30
45 C 6.94 4.06 1.91
46 C -1.68 7.16 2.37
47 C -1.30 4.68 1.94
48 C 8.68 -6.06 1.23
49 C -0.02 6.69 -0.99
50 C -2.57 -1.97 2.09
51 C 5.68 4.95 1.90
52 C -0.07 -1.44 -2.31
53 C 1.68 -5.93 0.04
54 C 3.93 -4.28 5.22
55 C 0.25 -5.75 0.57
56 C -5.29 4.54 -4.61
57 C 1.26 6.46 1.22
58 C 0.85 -1.12 0.16
59 C -6.40 -2.45 -3.87
60 C -1.27 -0.47 -2.68
61 C -0.82 3.14 -4.79
62 C -1.82 0.57 5.25
63 C -4.83 -4.03 -2.63
64 C -0.22 -2.83 -2.92
65 C -3.93 -1.32 1.78
66 C 7.08 -5.21 3.06
67 C 4.63 3.47 0.07
68 C -1.81 -2.21 -7.68
69 C -5.10 -3.26 -3.93
70 C -2.92 -0.37 -6.33
71 C -0.68 -6.36 6.37
72 C -0.34 0.16 5.35
73 C 3.51 3.16 -6.76
74 C 1.29 0.43 7.32
75 C -1.76 -0.76 -7.19
76 C -3.49 -5.85 -1.22
77 C 1.76 -5.49 5.79
78 C -3.93 5.01 -5.29
79 C 2.06 -0.91 7.60
80 C 7.89 -1.84 -0.21
81 C 2.69 1.97 -4.59
82 C -5.84 5.60 -3.73
83 C 2.06 1.32 6.43
84 C 7.44 -5.18 1.54
85 C -3.82 2.72 -1.90
86 C -2.12 3.48 1.63
87 C 1.25 1.17 8.66
88 C -0.58 4.68 -6.75
89 C -1.02 7.51 1.12
90 C -5.62 -2.30 3.58
91 C -0.15 -1.27 4.77
92 C 6.44 -1.87 1.82
93 C -6.43 -1.57 -2.66
94 C 1.89 0.18 -1.78
95 C 5.94 -3.36 -0.31
96 C -4.78 -2.00 0.79
97 C 3.23 3.02 0.65
98 C -4.78 -3.30 4.41
99 C -3.60 0.10 1.34
100 C 6.61 2.61 1.56
101 C -6.23 4.33 -5.70
102 C -6.58 -1.63 4.48
103 C 0.13 -5.69 2.02
104 C 1.77 -6.45 -1.41
105 C 2.02 0.94 4.96
106 C 7.91 1.95 1.19
107 C -5.72 1.82 -8.14
108 C 0.10 4.05 -5.58
109 C 4.58 -2.89 5.24
110 C -2.34 5.84 2.20
111 C 4.54 3.43 -1.45
112 C 0.21 0.10 0.81
113 H 0.47 -6.65 2.39
114 H -2.79 -4.49 -2.66
115 H -0.28 -7.37 6.55
116 H -0.36 2.93 -3.77
117 H -0.99 -6.36 5.31
118 H -0.25 -2.81 -4.06
119 H -0.74 -2.53 -7.84
120 H -5.80 4.09 -0.65
121 H -3.39 3.68 -1.62
122 H 2.81 -6.53 -1.74
123 H -3.34 5.38 -4.39
124 H -4.23 5.52 -2.12
125 H -0.35 -6.57 0.11
126 H 5.50 1.06 2.48
127 H 3.90 2.59 -1.75
128 H 0.04 -4.32 6.51
129 H -5.49 -1.06 -2.58
130 H 2.16 -0.19 5.02
131 H -3.09 -1.09 -5.51
132 H -5.70 -4.57 -2.28
133 H -4.45 0.76 1.33
134 H 9.39 -5.81 2.05
135 H 1.17 6.30 2.30
136 H -5.57 -1.30 0.51
137 H -7.19 -0.81 -2.71
138 H -3.64 1.30 -8.54
139 H 1.99 -1.44 -3.25
140 H 2.58 0.99 -5.00
141 H -7.22 4.32 -5.27
142 H -1.55 -6.20 6.98
143 H 6.79 -4.17 3.43
144 H 2.91 5.27 -5.61
145 H -0.80 -0.58 -6.72
146 H 7.31 -1.23 -0.88
147 H 0.64 0.63 9.35
148 H 5.93 -6.53 0.95
149 H -5.07 0.03 -6.10
150 H -0.80 4.02 3.98
151 H -6.69 -3.99 2.71
152 H 0.84 6.01 -5.26
153 H 2.82 0.58 -2.28
154 H 5.36 -2.53 -0.77
155 H -3.38 -5.30 -0.29
156 H 0.36 3.73 2.75
157 H -4.71 -0.78 -7.54
158 H -2.47 -1.81 3.19
159 H 0.46 0.84 3.45
160 H 0.76 -3.37 -2.68
161 H 0.26 2.15 4.68
162 H -1.09 2.19 -5.23
163 H -2.87 6.00 1.23
164 H -1.37 -5.00 3.46
165 H -3.21 0.00 0.31
166 H 2.45 -6.30 6.04
167 H -2.82 3.16 2.46
168 H 7.94 -5.53 3.64
169 H -3.76 -5.66 -3.39
170 H 8.52 -2.58 -0.74
171 H -6.95 5.55 -3.62
172 H -2.65 -3.06 1.85
173 H 6.57 -3.69 -1.13
174 H -7.23 -3.14 -3.72
175 H -2.48 -7.16 1.59
176 H 2.66 -1.57 -0.87
177 H 2.76 -0.06 0.17
178 H 1.16 -5.84 -2.12
179 H -7.07 -0.85 3.91
180 H 4.04 4.34 -1.86
181 H -0.60 0.53 0.22
182 H 1.35 -7.42 -1.42
183 H 1.39 -1.56 8.21
184 H 2.28 -6.70 0.57
185 H -2.74 0.39 1.94
186 H -4.07 5.92 -5.75
187 H 1.63 2.34 6.43
188 H -6.12 -1.23 5.41
189 H 7.08 -1.98 2.72
190 H -3.18 -6.43 3.05
191 H -6.03 3.39 -6.20
192 H 0.38 -1.98 1.98
193 H 2.21 -1.43 6.62
194 H 7.69 0.92 1.06
195 H -1.58 -4.72 1.74
196 H -1.71 -0.10 -8.08
197 H 0.97 -0.18 -3.65
198 H 5.02 4.60 2.68
199 H 0.52 7.56 -1.45
200 H -1.79 3.61 -4.50
201 H -3.19 2.10 -2.52
202 H 5.82 5.27 -0.16
203 H 3.96 -4.66 4.20
204 H 7.65 4.42 1.10
205 H -6.48 -1.83 -4.80
206 H 2.74 2.07 0.45
207 H -1.21 3.93 -7.25
208 H -1.09 -3.31 -2.52
209 H -4.35 -6.55 -1.08
210 H 3.47 2.22 -7.30
211 H 3.06 3.22 1.71
212 H -3.91 2.14 -6.92
213 H -2.45 -2.34 -8.58
214 H -1.87 7.92 0.54
215 H 6.56 1.90 3.78
216 H 1.28 -3.11 0.86
217 H 4.06 -2.09 4.70
218 H -2.25 -0.75 -2.26
219 H -2.72 3.46 0.71
220 H 1.28 1.09 -1.68
221 H 4.73 -2.42 6.23
222 H -6.93 2.05 -2.91
223 H -6.58 -2.09 -1.69
224 H -5.74 6.21 -1.70
225 H -3.99 2.18 -0.92
226 H -0.71 -1.96 5.38
227 H 2.85 1.40 4.38
228 H -4.22 -2.12 -0.11
229 H -2.16 -2.90 -6.93
230 H -2.05 1.50 5.68
231 H 4.75 -4.22 1.28
232 H 0.73 -5.49 7.70
233 H -0.34 5.53 -3.96
234 H -3.44 4.35 -6.02
235 H -3.01 5.65 3.07
236 H 5.44 -2.23 2.01
237 H 4.49 3.46 -6.36
238 H -2.13 0.62 4.22
239 H 2.58 -3.68 6.78
240 H 2.08 5.81 -3.23
241 H -4.02 -3.89 3.93
242 H 8.56 -1.25 0.41
243 H 0.91 2.18 8.53
244 H -6.98 4.24 -2.00
245 H -6.40 1.68 -1.28
246 H -4.70 -3.23 -1.92
247 H 5.14 2.56 3.23
248 H 2.19 -4.94 0.10
249 H 8.73 2.13 1.95
250 H -5.66 0.88 -2.64
251 H 4.60 -4.91 5.79
252 H 9.00 -5.74 0.25
253 H 5.98 5.97 2.18
254 H -0.17 -0.09 1.85
255 H -4.21 -2.61 -4.13
256 H 0.89 -5.01 2.43
257 H -0.08 -4.81 0.17
258 H 0.90 -1.47 4.81
259 H 3.11 -0.79 8.10
260 H -1.46 2.60 1.46
261 H 3.88 4.50 -4.50
262 H -4.28 -2.78 5.23
263 H 5.54 3.29 -1.91
264 H 0.26 5.29 3.32
265 H -0.95 7.21 3.14
266 H 1.97 -3.36 5.19
267 H -2.57 -6.42 -1.28
268 H -5.74 6.64 -4.03
269 H 4.44 -5.01 -0.24
270 H -1.03 0.54 -2.40
271 H 3.11 1.63 6.82
272 H -5.92 2.90 -8.15
273 H 8.43 -7.10 1.24
274 H 8.08 2.42 0.17
275 H 1.72 7.40 1.11
276 H 6.88 -5.81 -0.44
277 H -1.25 5.51 -6.44
278 H -6.20 5.20 -6.33
279 H -5.85 -3.91 0.47
280 H 7.58 4.08 2.84
281 H 2.25 1.27 9.00
282 H -5.21 -3.85 -4.86
283 H -0.97 6.65 -1.54
284 H -5.48 -3.96 4.80
285 H -2.47 -0.22 5.66
286 H 1.90 5.66 0.88
287 H -2.35 7.93 2.81
288 H -4.54 -3.96 1.61
289 H -0.42 8.41 1.29
290 H 1.87 2.00 -3.80
291 H 0.54 5.77 -1.34
292 H 3.69 1.91 -4.07
293 H -7.18 -2.40 2.02
294 H 1.65 4.15 -3.13
295 H 4.12 5.41 0.34
296 H 0.98 0.85 0.83
297 H -2.74 0.55 -5.76
298 H 0.22 4.98 -7.39
299 H 6.42 -0.82 1.47
300 H 6.29 -5.95 3.26
301 H -0.57 -1.29 3.78
302 H 1.44 -5.60 4.70
303 H -5.92 1.46 -9.18
304 H -6.46 1.36 -7.49
305 H 2.33 3.55 0.14
306 H -1.39 -0.58 -3.74
307 H 2.12 -1.89 1.76
308 H 3.19 3.91 -7.52
309 H -1.78 -1.66 1.45
310 H -1.72 -7.42 3.17
311 H 5.49 -2.98 4.69
312 H -7.34 -2.35 4.77

Calculated values
Multiplicity: 9
⟨S²⟩: 20.032
LUMO (alpha / beta) (eV): 0.3 / 0.3
Highest occupied orbital energy (alpha / beta) (eV): -6.968 / -8.821
ΔE to the lowest compared entry with this formula, charge and spin (eV): 4.542

---

# 3
Formula: C10H9B3F17O4
Source: the Open Molecules 2025 dataset
Level of theory: ωB97M-V/def2-TZVPD

Geometry (Å):
1 F -0.76 4.99 0.66
2 F -2.10 3.34 0.28
3 F 1.34 3.72 -0.23
4 F 0.65 2.47 2.09
5 F -0.20 0.43 3.62
6 F -0.30 4.25 2.88
7 F -2.28 -1.02 1.65
8 F -2.36 0.26 3.68
9 F 0.25 1.80 -0.38
10 F 1.01 0.04 1.38
11 F -0.65 4.77 -2.02
12 F -2.82 2.49 2.49
13 F 0.71 3.20 -2.67
14 F -1.81 0.82 0.60
15 F 0.07 -1.85 1.90
16 F -1.36 2.70 -2.24
17 F -1.51 2.65 4.19
18 O 0.56 -4.06 0.56
19 O 2.10 -1.94 -3.31
20 O 0.26 -3.15 -2.41
21 O 1.74 -4.27 -3.86
22 C -1.32 0.73 2.95
23 C -0.10 -1.16 -0.33
24 C -0.34 3.49 -1.87
25 C -1.38 -0.01 1.57
26 C -0.86 3.65 0.67
27 C -0.52 3.15 2.13
28 C -0.07 -0.70 1.11
29 C 1.31 -1.34 -0.91
30 C 0.13 3.16 -0.42
31 C -1.57 2.28 2.90
32 B 0.94 -4.31 -2.77
33 B 2.46 -3.08 -4.01
34 B 1.23 -2.13 -2.26
35 H -0.63 -0.46 -0.96
36 H 3.40 -3.07 -4.72
37 H 1.99 -1.82 -0.22
38 H 0.16 -4.05 -0.34
39 H -0.64 -2.10 -0.35
40 H 0.86 -5.26 -2.04
41 H 0.21 -3.31 1.13
42 H 1.73 -0.36 -1.12
43 H 0.45 -4.93 1.00

Calculated values
Multiplicity: 1
LUMO (eV): -4.2
Highest occupied orbital energy (eV): -14.922
Total charge: +1

---

# 4
Formula: C2H15NO4
Source: the Open Molecules 2025 dataset
Level of theory: ωB97M-V/def2-TZVPD

Geometry (Å):
1 O -0.65 2.18 2.59
2 O 0.38 -1.52 0.87
3 O -2.97 -1.73 0.47
4 O -1.06 -1.46 -2.08
5 N 1.79 0.49 -0.94
6 C 2.70 1.28 -0.04
7 C 0.45 1.19 -1.05
8 H -2.58 -2.17 1.23
9 H -0.29 2.43 1.73
10 H -1.63 -0.74 -1.76
11 H -0.42 1.22 2.47
12 H 0.19 1.44 -2.06
13 H 1.11 -2.13 0.97
14 H 3.73 1.05 -0.28
15 H 0.29 2.07 -0.42
16 H -0.33 0.43 -0.91
17 H -2.27 -1.38 -0.06
18 H 2.39 2.29 -0.21
19 H -1.69 -1.81 -2.72
20 H 1.64 -0.47 -0.54
21 H 2.53 1.05 0.96
22 H -0.06 -1.44 0.03

Calculated values
Multiplicity: 1
LUMO (eV): 0.2
Highest occupied orbital energy (eV): -8.847
ΔE to the lowest compared entry with this formula, charge and spin (eV): 2.262
SMILES string: CNC.O.O.O.O

---

# 5
Formula: C2H2Cl2FNO2
Source: the Open Molecules 2025 dataset
Level of theory: ωB97M-V/def2-TZVPD

Geometry (Å):
1 Cl 1.47 -1.26 -1.12
2 Cl -0.89 -2.78 -0.34
3 F 0.90 -1.74 1.33
4 O 0.52 1.11 -1.33
5 O 0.83 2.56 0.26
6 N 0.19 1.59 -0.23
7 C 0.48 -1.78 0.01
8 C -0.82 0.89 0.39
9 H -1.60 0.54 -0.44
10 H -1.09 0.88 1.47

Calculated values
Multiplicity: 1
LUMO (alpha / beta) (eV): -2.1 / -0.6
Highest occupied orbital energy (alpha / beta) (eV): -8.436 / -10.039
ΔE to the lowest compared entry with this formula, charge and spin (eV): 1.217

---

What did the first record say?
Formula: C18H22BrN7O4S2Sm
Source: the Open Molecules 2025 dataset
Level of theory: ωB97M-V/def2-TZVPD

Geometry (Å):
1 Sm -0.52 -0.48 0.39
2 Br 5.51 5.68 -0.97
3 S -0.41 -1.31 3.07
4 S -1.64 -1.34 -2.16
5 O 0.88 1.13 1.15
6 O -3.40 0.92 2.35
7 O 1.28 0.28 -0.84
8 O -2.22 1.06 0.50
9 N -1.68 -3.20 0.73
10 N -2.80 -0.92 1.10
11 N -2.73 0.67 -3.62
12 N -3.83 -1.63 3.13
13 N -0.75 1.12 -2.80
14 N -2.74 -3.09 1.67
15 N -2.88 0.41 1.40
16 C 1.78 -2.40 1.72
17 C 2.98 -3.34 4.01
18 C 4.04 3.37 -1.67
19 C -1.73 0.20 -2.89
20 C -3.08 -1.85 2.07
21 C 4.29 4.29 -0.66
22 C -4.02 0.05 -3.82
23 C 3.67 4.20 0.58
24 C 3.04 -3.00 1.64
25 C 3.14 2.35 -1.43
26 C -1.02 2.28 -3.65
27 C 1.52 1.18 0.05
28 C 1.74 -2.71 4.08
29 C 2.76 3.18 0.81
30 C -2.49 2.04 -4.05
31 C 1.12 -2.21 2.93
32 C 2.49 2.25 -0.20
33 C 3.64 -3.47 2.79
34 H 2.26 3.09 1.76
35 H -2.84 -3.83 2.35
36 H -2.64 2.13 -5.13
37 H -0.98 -3.84 1.10
38 H -4.03 -0.67 3.38
39 H 0.18 0.82 -2.53
40 H -4.25 0.03 -4.89
41 H -2.09 -3.58 -0.11
42 H -3.88 -2.33 3.85
43 H 4.54 3.46 -2.62
44 H 1.36 -2.05 0.79
45 H -0.35 2.28 -4.51
46 H -4.80 0.61 -3.30
47 H -4.00 -0.97 -3.44
48 H 4.61 -3.94 2.75
49 H 1.26 -2.58 5.04
50 H -3.18 2.72 -3.55
51 H -0.89 3.21 -3.10
52 H 3.89 4.93 1.35
53 H 3.53 -3.09 0.68
54 H 3.43 -3.71 4.91
55 H 2.94 1.61 -2.19

Calculated values
Multiplicity: 6
⟨S²⟩: 8.760
LUMO (alpha / beta) (eV): -3.7 / -3.7
Highest occupied orbital energy (alpha / beta) (eV): -10.042 / -10.056
Total charge: +1
ΔE to the lowest compared entry with this formula, charge and spin (eV): 0.103

---

> multiplicity of number 3 (C10H9B3F17O4)?

1

---

> Which value of multiplicity does entry 4 give?

1

---

> Number 5 is which compound?

C2H2Cl2FNO2